[1]
# CH2O2S

One molecule with the formula CH2O2S (ωB97M-V/def2-TZVPD, OMol25).

Geometry as XYZ:
```
6
Properties=species:S:1:pos:R:3
O 0.4660 -2.6915 0.3164
C -0.0676 -1.7464 -0.1656
O 0.5864 -0.7539 -0.7467
S -0.1134 0.5977 -1.4275
H -1.0887 -1.6474 -0.0621
H -0.8900 -0.0563 -2.1392
```

Output
DFT total energy in eV: -15998.1271
SMILES: O=COS
Lowest unoccupied orbital energy in eV: 0.12
Frontier orbital gap in eV: 10.21



[2]
# C3H4N2O

One molecule with the formula C3H4N2O (ωB97M-V/def2-TZVPD, OMol25).

Geometry as XYZ:
```
10
Properties=species:S:1:pos:R:3
O 0.6447 0.6321 -1.5069
C 0.4407 -0.0564 -0.2498
C -0.7676 -0.8701 0.0323
N -1.2418 -0.7731 1.2010
N -0.6176 0.6191 1.6688
C 0.2854 0.8434 0.8743
H 0.3970 -0.1069 -2.3599
H 1.3313 -0.5353 0.2173
H -1.2586 -1.5654 -0.6281
H 0.7865 1.8126 0.7511
```

Output
DFT total energy in eV: -8199.6669
SMILES: OC1C=NN=C1
Lowest unoccupied orbital energy in eV: 0.09
Frontier orbital gap in eV: 10.36



[3]
# C22H38FN2O30PS7

A 8-piece molecular cluster, C22H38FN2O30PS7 overall (ωB97M-V/def2-TZVPD, OMol25).

Geometry as XYZ:
```
101
Properties=species:S:1:pos:R:3
C 1.7611 1.0436 1.8191
P 1.5636 0.5192 -0.0476
O 3.0167 1.1093 -0.8837
C 1.4123 -1.3830 -0.1775
C -0.1779 -1.7303 0.2102
C 1.5986 -1.8194 -1.7812
N 2.0526 -2.4085 -2.8687
C 2.3653 -2.2368 0.8397
C 1.6203 -2.6574 2.2707
N 0.8463 -3.0762 3.2506
C 3.8236 -1.5755 1.1742
C 4.9402 -2.8210 1.1968
O 4.9554 -3.6137 2.3010
F 5.9097 -3.0084 0.0541
H 2.0844 0.1517 2.5068
H 0.6509 1.3235 2.1565
H 2.4221 2.0048 1.9160
H 2.8190 1.1843 -1.8767
H -0.5039 -1.1857 1.2215
H -0.3023 -2.8931 0.2537
H -0.9194 -1.2828 -0.6117
H 2.5872 -3.2763 0.2958
H 4.2295 -0.8160 0.3832
H 3.8029 -1.1682 2.2791
O 7.0798 -5.1790 -5.8462
S 6.9172 -3.8408 -5.3227
O 7.8603 -2.7765 -5.5762
O 6.6776 -3.9498 -3.7138
C 5.4249 -3.3554 -3.3782
C 4.5498 -3.5210 -4.6178
O 5.4261 -3.3152 -5.7234
H 5.5983 -2.2974 -3.1567
H 4.9939 -3.8441 -2.5003
H 3.7233 -2.8069 -4.6426
H 4.1527 -4.5393 -4.6866
O -0.0039 1.4686 5.3145
S -0.0818 2.7231 4.5994
O -0.7911 2.8743 3.3502
O 1.4330 3.2946 4.4088
C 1.5352 4.5824 5.0141
C 0.5111 4.5834 6.1459
O -0.6107 3.8671 5.6348
H 1.2879 5.3347 4.2581
H 2.5521 4.7534 5.3773
H 0.2204 5.5937 6.4437
H 0.8886 4.0412 7.0193
O 0.7075 -0.6013 -5.2687
S 0.5442 0.6065 -4.4904
O 0.0798 0.6047 -3.1226
O -0.3740 1.6445 -5.3491
C 0.3508 2.8541 -5.5648
C 1.8233 2.4523 -5.5679
O 1.9386 1.4498 -4.5607
H 0.1300 3.5358 -4.7371
H 0.0474 3.3175 -6.5075
H 2.4853 3.2942 -5.3516
H 2.1072 2.0031 -6.5255
O -4.3393 -4.7793 -5.8954
S -4.1298 -3.3773 -5.6098
O -4.9207 -2.6428 -4.6498
O -4.1404 -2.5635 -7.0224
C -2.9001 -1.8777 -7.1855
C -1.8721 -2.7067 -6.4202
O -2.5531 -3.1607 -5.2528
H -3.0035 -0.8785 -6.7502
H -2.6508 -1.7877 -8.2462
H -0.9872 -2.1260 -6.1491
H -1.5671 -3.5864 -6.9968
O -2.4228 6.1357 4.4891
S -2.8239 5.6281 5.7824
O -1.9530 4.8403 6.6235
O -4.2326 4.8279 5.6000
C -5.2278 5.4212 6.4324
C -4.8240 6.8867 6.5697
O -3.4012 6.8747 6.6616
H -5.2069 4.9141 7.4024
H -6.2182 5.3062 5.9838
H -5.2634 7.3590 7.4515
H -5.0998 7.4568 5.6763
O 1.7174 -7.0527 -1.3036
S 3.1138 -6.6971 -1.1822
O 3.8380 -5.9885 -2.2116
O 3.9488 -8.0419 -0.7919
C 4.6302 -7.8365 0.4445
C 3.7843 -6.8250 1.2133
O 3.3165 -5.9053 0.2294
H 5.6233 -7.4325 0.2231
H 4.7349 -8.7818 0.9838
H 4.3561 -6.3055 1.9859
H 2.9117 -7.3058 1.6681
O -6.8530 5.8633 3.9822
S -7.7474 4.7499 4.2091
O -7.9078 4.1192 5.4987
O -7.4148 3.5973 3.1052
C -8.5843 3.3248 2.3350
C -9.3861 4.6236 2.3375
O -9.2231 5.1601 3.6484
H -9.1373 2.5192 2.8287
H -8.3105 3.0107 1.3242
H -10.4436 4.4607 2.1163
H -8.9720 5.3438 1.6240
```

Output
DFT total energy in eV: -175671.7999
SMILES: CP(O)[C@@](C)(C#N)[C@H](C#N)CC(=O)F.O=S1(=O)OCCO1.O=S1(=O)OCCO1.O=S1(=O)OCCO1.O=S1(=O)OCCO1.O=S1(=O)OCCO1.O=S1(=O)OCCO1.O=S1(=O)OCCO1
Lowest unoccupied orbital energy in eV: -0.41
Frontier orbital gap in eV: 8.28